Version one
Molecular formula: C3H6O3
Method: DFT, ωB97M-V/def2-TZVPD

XYZ file:
```
12
Properties=species:S:1:pos:R:3:mulliken_charge:R:1
O -0.571 2.248 0.574 -0.516
C -0.594 1.262 -0.086 0.415
O -1.757 0.806 -0.660 -0.441
C 0.523 0.254 -0.289 -0.511
C 0.290 -1.005 0.504 -0.375
O 1.042 -2.121 0.073 -0.507
H -2.396 1.500 -0.429 0.329
H 1.402 0.798 0.061 0.337
H 0.618 0.070 -1.362 0.376
H -0.767 -1.277 0.515 0.297
H 0.447 -0.790 1.566 0.275
H 1.761 -1.746 -0.466 0.322
```

Calculated values
SMILES: O=C(O)CCO
Kohn-Sham gap, eV: 11.24

***

Version two
Molecular formula: C3H6O3
Method: DFT, ωB97M-V/def2-TZVPD

XYZ file:
```
12
Properties=species:S:1:pos:R:3:mulliken_charge:R:1
C 1.734 -0.513 0.042 -0.719
O 0.863 -0.025 1.070 -0.365
C -0.061 0.690 0.347 0.592
O 0.130 1.795 -0.080 -0.537
C -1.307 -0.139 0.150 -0.308
O -2.038 0.148 -1.004 -0.504
H 1.213 -0.394 -0.914 0.377
H 2.639 0.094 0.019 0.267
H 1.943 -1.572 0.191 0.245
H -1.027 -1.195 0.112 0.336
H -1.871 0.015 1.083 0.293
H -2.220 1.096 -1.015 0.322
```

Calculated values
SMILES: COC(=O)CO
Kohn-Sham gap, eV: 11.25

***

Stability summary - winner: version one; margin: 0.0352 hartree.

***

Version one
Molecular formula: C3H6O3
Method: DFT, ωB97M-V/def2-TZVPD

XYZ file:
```
12
Properties=species:S:1:pos:R:3:mulliken_charge:R:1
O -0.679 -1.917 -0.089 -0.547
C 0.242 -1.131 0.104 0.534
O 1.244 -1.244 1.025 -0.419
C 0.478 0.163 -0.595 -0.232
C -0.487 1.232 -0.029 -0.878
O -0.877 2.523 -0.511 -0.511
H 0.975 -2.027 1.497 0.333
H 0.062 0.061 -1.675 0.260
H 1.608 0.358 -0.488 0.274
H -0.059 1.239 0.988 0.368
H -1.376 0.866 0.255 0.511
H -0.105 3.028 -0.855 0.308
```

Calculated values
SMILES: O=C(O)CCO
Kohn-Sham gap, eV: 10.99

***

Version two
Molecular formula: C3H6O3
Method: DFT, ωB97M-V/def2-TZVPD

XYZ file:
```
12
Properties=species:S:1:pos:R:3:mulliken_charge:R:1
C -0.838 -0.461 0.257 0.056
C 1.425 0.838 -0.158 -1.089
C 0.636 -0.424 -0.109 0.716
O -1.616 -0.789 -0.878 -0.518
O -1.359 0.694 0.849 -0.496
O 1.122 -1.534 0.214 -0.561
H -2.172 -1.541 -0.629 0.321
H -1.590 1.285 0.112 0.341
H -0.440 -1.538 0.830 0.302
H 1.066 1.453 -0.988 0.319
H 2.488 0.617 -0.268 0.335
H 1.278 1.401 0.768 0.274
```

Calculated values
SMILES: CC(=O)C(O)O
Kohn-Sham gap, eV: 10.55

***

Version three
Molecular formula: C3H6O3
Method: DFT, ωB97M-V/def2-TZVPD

XYZ file:
```
12
Properties=species:S:1:pos:R:3:mulliken_charge:R:1
O -2.425 0.321 -0.835 -0.561
C -1.347 -0.141 -0.576 0.513
O -1.095 -1.463 -0.630 -0.438
C -0.177 0.656 -0.063 -0.329
C 1.169 -0.041 0.155 -0.476
O 1.992 0.709 1.033 -0.514
H -1.913 -1.936 -0.871 0.335
H -0.593 1.099 0.827 0.262
H -0.021 1.496 -0.701 0.289
H 1.666 -0.127 -0.807 0.282
H 0.992 -1.039 0.537 0.325
H 1.752 0.466 1.931 0.313
```

Calculated values
SMILES: O=C(O)CCO
Kohn-Sham gap, eV: 10.97

***

Version four
Molecular formula: C3H6O3
Method: DFT, ωB97M-V/def2-TZVPD

XYZ file:
```
12
Properties=species:S:1:pos:R:3:mulliken_charge:R:1
O -1.305 0.854 -1.122 -0.627
C -0.830 -0.505 0.244 -0.539
C 0.594 -0.365 0.003 0.714
O 0.972 -0.391 -1.220 -0.820
C 1.318 0.507 1.035 -0.060
O 2.307 1.141 0.798 -0.415
H -1.998 0.533 -1.717 0.348
H -1.333 -1.283 -0.319 0.288
H -1.298 -0.169 1.168 0.310
H 0.479 -1.403 0.700 0.129
H -0.428 0.555 -1.537 0.425
H 0.844 0.503 2.047 0.249
```

Calculated values
Kohn-Sham gap, eV: 8.99

***

Stability summary - winner: version three; margin: 0.0431 hartree.

***

Version one
Molecular formula: C4H6N4O2
Method: DFT, ωB97M-V/def2-TZVPD

XYZ file:
```
16
Properties=species:S:1:pos:R:3:mulliken_charge:R:1
C -0.980 -0.584 -1.642 0.544
C 0.237 -0.202 -2.388 0.025
C -0.373 -0.105 0.491 0.605
C 1.080 -0.413 2.300 -0.889
N -1.234 -0.601 -0.408 -0.518
N 1.149 0.507 -2.492 0.566
N 0.335 -0.868 1.154 -0.510
N -0.436 1.307 0.597 -0.382
O 2.099 1.160 -2.756 -0.607
O -1.967 -1.142 -2.515 -0.487
H 1.673 0.453 2.157 0.317
H 0.327 -0.142 3.148 0.295
H 1.730 -1.183 2.684 0.271
H -1.208 1.681 0.223 0.210
H 0.163 1.662 1.310 0.190
H -2.596 -1.530 -1.864 0.369
```

Calculated values
SMILES: C/N=C(N)/N=C(/O)C#[N+][O-]
Kohn-Sham gap, eV: 9.41

***

Version two
Molecular formula: C4H6N4O2
Method: DFT, ωB97M-V/def2-TZVPD

XYZ file:
```
16
Properties=species:S:1:pos:R:3:mulliken_charge:R:1
O -1.279 0.925 -1.610 -0.483
C -0.866 0.363 -0.480 0.583
N -0.597 1.083 0.601 -0.896
N 0.284 0.336 1.259 1.206
C 1.027 0.860 2.376 -0.475
C 0.511 0.421 3.689 0.320
N 0.134 -0.111 4.655 -0.368
N 0.490 -0.858 0.750 -0.826
C -0.362 -0.944 -0.264 -0.335
H -1.047 0.364 -2.387 0.337
H 2.064 0.519 2.265 0.292
H 1.056 1.957 2.356 0.289
H -0.445 -1.834 -0.881 0.366
O -0.579 -0.729 -4.106 -0.692
H 0.308 -0.675 -4.477 0.333
H -0.697 -1.677 -3.747 0.350
```

Calculated values
SMILES: N#CCn1ncc(O)n1.O
Kohn-Sham gap, eV: 9.38

***

Stability summary - winner: version two; margin: 0.0684 hartree.

***

Version one
Molecular formula: C5H14NO
Method: DFT, ωB97M-V/def2-TZVPD

XYZ file:
```
21
Properties=species:S:1:pos:R:3:mulliken_charge:R:1
C 0.385 0.398 1.831 -0.703
O -0.590 -0.141 2.728 -0.573
C 0.034 -0.108 0.443 0.088
C 0.695 0.678 -0.677 -0.984
C 0.266 0.319 -2.094 -0.347
C 0.929 -0.949 -2.643 -1.195
N -1.480 -0.044 0.332 -0.244
H 0.320 1.480 1.876 0.319
H 1.391 0.057 2.083 0.445
H -0.149 -0.451 3.526 0.345
H 0.284 -1.173 0.406 0.297
H 1.763 0.522 -0.563 0.427
H 0.575 1.746 -0.477 0.453
H 0.546 1.138 -2.750 0.336
H -0.819 0.255 -2.186 0.270
H 0.495 -1.872 -2.227 0.296
H 1.978 -1.001 -2.332 0.308
H 0.859 -0.965 -3.727 0.378
H -1.829 -0.863 -0.160 0.343
H -1.903 -0.008 1.272 0.372
H -1.798 0.794 -0.169 0.368
```

Calculated values
SMILES: CCC[C@H]([NH3+])CO
Kohn-Sham gap, eV: 11.93
Net charge: +1

***

Version two
Molecular formula: C5H14NO
Method: DFT, ωB97M-V/def2-TZVPD

XYZ file:
```
21
Properties=species:S:1:pos:R:3:mulliken_charge:R:1
C -0.856 0.208 0.567 -0.709
C 0.127 -0.417 1.585 -0.546
C 1.470 -0.648 1.145 -0.783
C 1.952 1.699 0.474 -0.986
C 2.104 0.413 0.324 -0.034
N -0.922 -0.754 -0.627 -0.255
H -0.471 1.117 0.077 0.435
H -1.890 0.332 0.779 0.444
H -0.052 0.244 2.489 0.334
H -0.369 -1.394 2.093 0.345
H 1.703 -1.482 0.580 0.452
H 2.198 -0.782 1.911 0.410
H 1.643 2.203 1.495 0.243
H 2.347 2.297 -0.302 0.349
H 2.980 0.082 -0.279 0.346
H -1.019 -1.711 -0.338 0.362
H -1.723 -0.550 -1.282 0.228
H -0.030 -0.736 -1.170 0.386
H -3.666 -0.332 -3.598 0.336
H -2.667 0.589 -2.831 0.341
O -2.858 -0.378 -3.092 -0.696
```

Calculated values
Kohn-Sham gap, eV: 9.67
Net charge: +1

***

Version three
Molecular formula: C5H14NO
Method: DFT, ωB97M-V/def2-TZVPD

XYZ file:
```
21
Properties=species:S:1:pos:R:3:mulliken_charge:R:1
C 0.005 -1.223 0.812 -0.468
C -1.196 -0.583 0.102 -0.519
C -0.811 0.458 -0.941 -0.552
C -0.813 0.106 -2.233 -0.171
C -0.304 0.966 -3.350 -1.148
N 1.188 -0.253 0.873 -0.227
H -0.216 -1.540 1.819 0.284
H 0.417 -2.023 0.203 0.304
H -1.621 -1.449 -0.414 0.320
H -1.930 -0.148 0.766 0.363
H -1.026 1.477 -0.632 0.536
H -1.109 -0.908 -2.488 0.309
H -0.578 2.009 -3.254 0.337
H 0.770 0.807 -3.444 0.264
H -0.763 0.660 -4.288 0.359
H 0.966 0.526 0.248 0.343
H 1.366 0.166 1.811 0.314
H 2.055 -0.672 0.551 0.368
H 0.944 1.220 4.038 0.323
H 1.092 -0.338 4.107 0.323
O 1.216 0.437 3.545 -0.665
```

Calculated values
Kohn-Sham gap, eV: 10.11
Net charge: +1

***

Version four
Molecular formula: C5H14NO
Method: DFT, ωB97M-V/def2-TZVPD

XYZ file:
```
21
Properties=species:S:1:pos:R:3:mulliken_charge:R:1
C -2.278 -0.194 -1.068 -1.020
C 0.032 0.140 1.789 -0.921
C 1.177 -1.202 0.106 -1.089
C 1.695 1.127 0.421 -0.979
C -1.005 0.441 -1.177 0.250
N 0.784 0.044 0.624 0.179
O -0.071 -0.059 -1.962 -0.379
H -3.001 0.469 -1.585 0.332
H -2.664 -0.214 0.030 0.321
H -2.213 -1.198 -1.389 0.401
H 0.549 0.293 2.710 0.357
H -0.623 1.164 1.675 0.269
H -0.752 -0.660 1.796 0.288
H 1.732 -1.814 0.811 0.352
H 0.287 -1.791 0.040 0.346
H 1.601 -1.004 -0.834 0.425
H 1.131 1.934 0.848 0.387
H 2.685 0.971 1.004 0.313
H 2.042 1.068 -0.617 0.329
H -0.842 1.458 -0.991 0.459
H -0.266 -0.974 -2.234 0.381
```

Calculated values
Kohn-Sham gap (spin up / spin down), eV: 7.51 / 7.51
Net charge: +1

***

Stability summary - winner: version one; margin: 0.0218 hartree.